Entry from the OMol25 dataset: a molecular structure, C29H23ClCoN2O2P (the ωB97M-V functional and the def2-TZVPD basis).

As for the frontier orbital gap (alpha / beta): 0.275 / 0.275 hartree. As for the HOMO energy (alpha / beta): -15.15 / -15.15 eV.

```
! wB97M-V def2-TZVPD RIJCOSX def2/J DEFGRID3
* xyz 2 1
Co 0.15 -0.35 -0.03
O -1.51 -0.79 -3.45
C -1.05 -0.41 -2.41
O -0.30 -1.12 -1.59
C -1.26 0.98 -1.88
C -1.95 1.96 -2.55
C -1.97 3.24 -2.00
C -1.27 3.49 -0.83
C -0.61 2.45 -0.21
N -0.63 1.21 -0.72
H -2.45 1.71 -3.48
H -2.50 4.04 -2.50
H -1.24 4.47 -0.39
H -0.03 2.60 0.69
C 1.85 0.53 -5.43
C 1.66 1.63 -4.60
C 1.76 1.49 -3.23
C 2.04 0.24 -2.69
C 2.24 -0.87 -3.52
C 2.14 -0.71 -4.89
P 2.06 0.07 -0.92
C 2.63 -1.49 -0.26
C 3.63 -1.47 0.73
C 4.00 -2.65 1.35
C 3.38 -3.85 1.01
C 2.39 -3.87 0.04
C 2.00 -2.70 -0.60
C 2.97 1.44 -0.23
C 2.71 1.93 1.06
C 3.48 2.95 1.58
C 4.53 3.48 0.83
C 4.81 2.98 -0.43
C 4.04 1.97 -0.97
H 1.77 0.65 -6.50
H 1.45 2.60 -5.03
H 1.62 2.36 -2.59
H 2.47 -1.84 -3.11
H 2.29 -1.57 -5.54
H 4.12 -0.54 1.00
H 4.79 -2.64 2.10
H 3.68 -4.76 1.50
H 1.91 -4.81 -0.23
H 1.23 -2.73 -1.36
H 1.92 1.50 1.65
H 3.28 3.33 2.57
H 5.14 4.27 1.25
H 5.64 3.38 -1.00
H 4.26 1.59 -1.96
Cl 1.58 -3.07 4.40
C 0.87 -1.62 3.84
C 0.37 -0.67 4.71
C -0.19 0.49 4.19
C -0.22 0.66 2.82
N 0.28 -0.25 1.97
C 0.81 -1.38 2.48
H 0.41 -0.84 5.78
H -0.61 1.24 4.84
H -0.67 1.54 2.39
H 1.21 -2.11 1.78
*
```


Entry from the OMol25 dataset: 2 unconnected molecules or ions with the total composition C3H7NO3 at a distorted geometry (the ωB97M-V functional and the def2-TZVPD basis).

As for the frontier orbital gap (alpha / beta): 0.281 / 0.266 hartree. As for the HOMO energy (alpha / beta): -7.07 / -6.84 eV. The relative energy (zero: lowest compared OMol25 entry of this formula, charge and spin) is 548.5 kJ/mol.

```
! wB97M-V def2-TZVPD RIJCOSX def2/J DEFGRID3
* xyz 0 1
C -1.42 -0.49 0.69
C 0.78 -0.25 -1.20
C 0.31 0.97 -0.43
N -0.92 -1.53 1.09
O 1.46 -1.12 -0.38
O 0.93 1.35 0.72
O -0.36 1.94 -1.09
H -2.22 0.11 1.32
H -0.23 -0.75 -1.67
H 1.41 0.04 -2.03
H -1.20 -1.85 1.98
H 0.80 -1.61 0.22
H 1.05 0.53 1.27
H -0.39 2.66 -0.50
*
```


Entry from the OMol25 dataset: a molecular structure, C28H19N2S4Tl at a distorted geometry (the ωB97M-V functional and the def2-TZVPD basis).

As for the frontier orbital gap (alpha / beta): 0.199 / 0.190 hartree. As for the HOMO energy (alpha / beta): -7.48 / -7.48 eV. The relative energy (zero: lowest compared OMol25 entry of this formula, charge and spin) is 0.0 kJ/mol.

```
! wB97M-V def2-TZVPD RIJCOSX def2/J DEFGRID3
* xyz 0 1
Tl 9.85 7.63 13.77
S 11.23 7.35 10.95
C 12.15 6.45 9.82
C 11.65 6.19 8.52
C 12.38 5.46 7.58
C 13.71 5.04 7.87
C 14.26 5.36 9.12
C 13.55 6.04 10.12
S 14.45 6.58 11.52
C 14.48 4.93 12.33
C 13.41 4.73 13.38
C 13.90 4.49 14.72
C 13.12 4.22 15.79
C 11.63 4.11 15.60
C 11.13 4.48 14.08
C 10.02 3.62 13.55
S 8.96 4.52 12.47
C 7.54 4.86 13.45
C 7.35 4.77 14.83
C 6.13 5.02 15.45
C 5.05 5.52 14.69
C 5.20 5.78 13.34
C 6.42 5.40 12.67
S 6.51 5.62 11.04
N 12.16 4.68 13.03
H 10.65 6.54 8.32
H 11.83 5.15 6.72
H 14.31 4.46 7.22
H 15.36 5.09 9.36
H 15.35 4.97 12.92
H 14.54 4.09 11.58
H 15.06 4.57 14.77
H 13.53 4.09 16.84
H 11.29 3.15 15.90
H 9.44 3.21 14.41
H 10.45 2.74 13.02
H 8.22 4.50 15.49
H 5.98 4.80 16.57
H 4.00 5.67 15.08
H 4.43 6.29 12.79
N 8.31 5.25 22.32
C 8.60 5.51 21.21
C 9.17 5.75 19.94
C 8.41 6.23 18.84
C 8.94 6.18 17.52
C 10.20 5.67 17.32
C 11.01 5.36 18.41
C 10.50 5.28 19.66
C 10.65 5.37 16.00
C 10.44 5.78 14.74
H 7.43 6.60 19.05
H 8.40 6.66 16.73
H 12.05 5.11 18.21
H 11.12 4.96 20.54
*
```


Entry from the OMol25 dataset: a molecular structure, C8H22CsN2O2 at a distorted geometry (the ωB97M-V functional and the def2-TZVPD basis).

The expectation value of S² is 0.75. As for the frontier orbital gap (alpha / beta): 0.111 / 0.341 hartree. As for the HOMO energy (alpha / beta): -2.85 / -9.17 eV. The relative energy (zero: lowest compared OMol25 entry of this formula, charge and spin) is 48.5 kJ/mol.

```
! wB97M-V def2-TZVPD RIJCOSX def2/J DEFGRID3
* xyz 0 2
Cs -13.37 -3.50 15.88
C -12.51 0.66 13.56
C -12.23 -0.78 13.25
C -11.08 -1.43 14.11
O -11.27 -1.43 15.51
C -10.90 -0.35 16.16
N -13.40 -1.47 13.40
H -11.67 1.31 13.28
H -12.97 0.85 14.53
H -13.25 1.05 12.86
H -12.01 -0.89 12.19
H -10.07 -1.09 13.86
H -11.18 -2.47 13.80
H -11.08 -0.52 17.23
H -11.38 0.54 15.76
H -9.83 -0.17 16.05
H -13.88 -1.30 14.27
H -14.07 -1.32 12.66
C -17.11 -7.18 18.75
C -16.60 -5.85 19.22
C -15.69 -5.02 18.33
O -14.42 -5.59 18.23
C -13.47 -4.96 19.06
N -17.67 -5.01 19.66
H -17.86 -7.22 17.97
H -17.67 -7.61 19.58
H -16.31 -7.79 18.35
H -16.09 -6.03 20.17
H -15.66 -4.00 18.72
H -16.12 -5.01 17.33
H -13.70 -4.60 20.06
H -13.11 -4.08 18.52
H -12.73 -5.71 19.32
H -18.40 -4.88 18.97
H -17.22 -4.11 19.76
*
```


Entry from the OMol25 dataset: a molecular structure, C37H45IrNPSi2 (the ωB97M-V functional and the def2-TZVPD basis).

The expectation value of S² is 6.02. As for the frontier orbital gap (alpha / beta): 0.279 / 0.230 hartree. As for the HOMO energy (alpha / beta): -13.16 / -14.28 eV. The relative energy (zero: lowest compared OMol25 entry of this formula, charge and spin) is 85.6 kJ/mol.

```
! wB97M-V def2-TZVPD RIJCOSX def2/J DEFGRID3
* xyz 2 5
Ir 0.12 0.70 -0.14
C -4.31 1.49 -0.13
C -3.00 2.05 -0.60
C -2.81 2.36 -1.95
C -1.63 2.92 -2.40
C -0.58 3.17 -1.51
C -0.76 2.89 -0.15
C -1.98 2.33 0.30
H -4.99 2.31 0.14
H -4.19 0.87 0.75
H -4.80 0.92 -0.92
H -3.62 2.20 -2.64
H -1.53 3.19 -3.44
H 0.32 3.66 -1.85
H -0.09 3.34 0.57
H -2.16 2.23 1.36
C 2.43 1.01 -3.21
Si 1.30 -0.15 -4.22
C 2.35 -1.49 -5.03
C 0.35 0.81 -5.52
C 0.21 -1.04 -2.92
C 1.02 -1.70 -1.90
C 1.57 -2.95 -2.18
C 2.46 -3.53 -1.30
C 2.78 -2.86 -0.12
C 2.16 -1.67 0.14
N 1.29 -1.09 -0.71
Si -1.62 -1.55 -2.92
C -1.73 -3.42 -3.09
C -2.16 -1.06 -1.15
C -2.57 -0.66 -4.27
H 2.67 1.90 -3.78
H 3.36 0.52 -2.94
H 1.96 1.34 -2.28
H 2.95 -1.04 -5.83
H 1.74 -2.27 -5.48
H 3.04 -1.96 -4.32
H 0.99 0.90 -6.40
H 0.11 1.83 -5.20
H -0.57 0.33 -5.83
H 1.31 -3.43 -3.12
H 2.93 -4.48 -1.53
H 3.47 -3.28 0.59
H 2.37 -1.13 1.05
H -1.18 -3.94 -2.31
H -1.36 -3.75 -4.06
H -2.77 -3.74 -3.02
H -1.90 -1.84 -0.44
H -3.23 -0.88 -1.07
H -1.64 -0.13 -0.83
H -2.27 -1.04 -5.25
H -2.41 0.42 -4.26
H -3.64 -0.85 -4.17
C -1.08 3.42 5.64
C -0.38 3.90 4.54
C -0.05 3.04 3.51
C -0.41 1.70 3.57
C -1.13 1.22 4.66
C -1.46 2.09 5.69
P 0.30 0.59 2.31
C -0.33 -1.06 2.71
C 0.45 -2.13 3.13
C -0.13 -3.36 3.37
C -1.49 -3.55 3.15
C -2.28 -2.50 2.71
C -1.70 -1.26 2.49
C 2.06 0.68 2.74
C 2.96 1.19 1.81
C 4.31 1.25 2.10
C 4.76 0.82 3.34
C 3.86 0.36 4.29
C 2.51 0.29 4.00
H -1.31 4.08 6.47
H -0.10 4.94 4.50
H 0.52 3.42 2.66
H -1.43 0.18 4.72
H -2.01 1.72 6.55
H 1.52 -2.01 3.28
H 0.47 -4.18 3.73
H -1.94 -4.52 3.32
H -3.34 -2.64 2.53
H -2.32 -0.42 2.17
H 2.59 1.54 0.84
H 5.01 1.62 1.36
H 5.82 0.85 3.56
H 4.21 0.05 5.27
H 1.81 -0.07 4.74
*
```


Entry from the OMol25 dataset: a molecular structure, C16H28AsF12N7O5Se2W at a distorted geometry (the ωB97M-V functional and the def2-TZVPD basis).

The expectation value of S² is 3.77. As for the frontier orbital gap (alpha / beta): 0.235 / 0.263 hartree. As for the HOMO energy (alpha / beta): -10.65 / -11.90 eV. The relative energy (zero: lowest compared OMol25 entry of this formula, charge and spin) is 206.7 kJ/mol.

```
! wB97M-V def2-TZVPD RIJCOSX def2/J DEFGRID3
* xyz 1 4
W -0.68 -0.02 -0.60
N 2.66 -0.67 0.79
N 2.27 -1.03 2.08
C 1.02 -0.85 2.50
N 0.80 -1.02 3.81
N 0.06 -0.46 1.64
N -1.02 0.13 2.27
O -1.79 -0.41 3.09
O -1.62 1.02 1.35
H 3.46 -1.23 0.52
H 2.90 0.31 0.76
H 2.97 -1.26 2.77
H 1.55 -1.21 4.44
H -0.14 -0.95 4.15
O -0.17 1.75 -2.54
C -0.77 2.60 -3.50
C -2.15 2.07 -3.81
C -2.66 2.91 -5.01
O -3.97 2.56 -5.43
C -3.13 2.30 -2.68
Se -2.99 1.16 -1.11
C -2.10 0.61 -4.22
Se -1.75 -0.74 -2.82
H 0.70 2.08 -2.30
H -0.15 2.61 -4.40
H -0.84 3.62 -3.11
H -1.94 2.84 -5.83
H -2.71 3.95 -4.69
H -3.94 1.79 -6.01
H -4.15 2.13 -3.03
H -3.04 3.32 -2.30
H -1.32 0.43 -4.97
H -3.06 0.28 -4.60
F 0.96 0.84 -0.64
As -0.88 2.76 1.64
F 0.72 2.12 1.71
F -1.00 2.60 3.33
F -0.20 4.32 1.71
F -2.43 3.42 1.41
F -0.69 2.74 -0.13
N -2.02 -1.29 0.11
C -2.88 -1.56 0.84
N -3.91 -2.17 1.28
C -4.62 -3.19 0.46
C -6.00 -2.68 0.10
C -6.78 -2.23 1.35
C -5.98 -1.19 2.13
C -4.62 -1.75 2.52
H -4.68 -4.09 1.08
H -4.02 -3.40 -0.42
H -6.54 -3.47 -0.42
H -5.91 -1.84 -0.59
H -6.97 -3.10 1.99
H -7.74 -1.82 1.05
H -6.51 -0.88 3.04
H -5.83 -0.30 1.51
H -4.74 -2.64 3.14
H -4.00 -1.03 3.05
C 0.37 -3.36 -2.67
C 1.15 -2.50 -1.67
O 0.33 -1.62 -0.97
C 1.80 -3.46 -0.59
F 1.52 -4.75 -0.85
F 1.33 -3.21 0.64
F 3.13 -3.37 -0.53
C 2.21 -1.70 -2.49
F 3.24 -1.22 -1.79
F 1.61 -0.66 -3.07
F 2.71 -2.47 -3.47
H -0.49 -3.79 -2.16
H 0.99 -4.15 -3.06
H 0.02 -2.75 -3.49
*
```


Entry from the OMol25 dataset: a molecular structure, C26H25As2BrF3MnN3O (the ωB97M-V functional and the def2-TZVPD basis).

The expectation value of S² is 6.18. As for the frontier orbital gap (alpha / beta): 0.210 / 0.266 hartree. As for the HOMO energy (alpha / beta): -9.53 / -11.10 eV.

```
! wB97M-V def2-TZVPD RIJCOSX def2/J DEFGRID3
* xyz 1 5
Mn 0.38 -0.10 -1.48
C 0.48 -0.92 -5.20
As -0.29 0.16 -3.80
C -2.19 -0.06 -4.06
C 0.04 1.99 -4.34
C -0.20 2.41 -5.65
C 0.01 3.74 -6.00
C 0.45 4.65 -5.05
C 0.69 4.24 -3.75
C 0.48 2.91 -3.39
As 0.83 2.32 -1.58
C -0.31 3.45 -0.50
C 2.60 2.99 -1.22
H 0.02 -0.68 -6.16
H 0.30 -1.97 -4.96
H 1.55 -0.74 -5.25
H -2.45 0.16 -5.09
H -2.73 0.60 -3.40
H -2.45 -1.09 -3.82
H -0.54 1.71 -6.40
H -0.17 4.06 -7.02
H 0.61 5.68 -5.33
H 1.04 4.96 -3.02
H -0.11 4.49 -0.72
H -0.11 3.25 0.56
H -1.36 3.22 -0.71
H 3.32 2.43 -1.81
H 2.84 2.88 -0.16
H 2.65 4.05 -1.48
Br -2.52 -0.57 9.40
C -1.80 -1.51 7.93
C -0.49 -1.97 7.98
C 0.03 -2.65 6.91
C -0.75 -2.88 5.77
C -2.08 -2.43 5.74
C -2.60 -1.75 6.82
N -0.15 -3.54 4.72
N -0.85 -3.84 3.67
C -0.76 -3.22 2.50
C -1.54 -3.77 1.45
C -1.58 -3.23 0.18
C -0.84 -2.10 -0.10
O -0.82 -1.48 -1.29
C -0.01 -1.53 0.90
N 0.71 -0.46 0.49
C 1.53 0.13 1.36
C 1.67 -0.32 2.66
C 0.94 -1.41 3.09
C 0.06 -2.05 2.21
H 0.11 -1.78 8.87
H 1.05 -3.03 6.93
H -2.70 -2.63 4.87
H -3.63 -1.40 6.81
H -2.12 -4.66 1.69
H -2.20 -3.67 -0.59
H 2.12 0.96 0.99
H 2.36 0.18 3.33
H 1.05 -1.77 4.10
F 3.18 -0.28 -1.08
C 2.25 -0.51 -2.03
F 2.35 -1.81 -2.38
F 2.67 0.21 -3.12
*
```


Entry from the OMol25 dataset: a molecular structure, C21H20ClCoN6O at a distorted geometry (the ωB97M-V functional and the def2-TZVPD basis).

The expectation value of S² is 0.78. As for the frontier orbital gap (alpha / beta): 0.239 / 0.244 hartree. As for the HOMO energy (alpha / beta): -10.47 / -10.61 eV.

```
! wB97M-V def2-TZVPD RIJCOSX def2/J DEFGRID3
* xyz 1 2
Co 0.81 0.67 -0.02
Cl 6.75 4.67 -0.01
C 5.50 3.51 -0.01
C 5.82 2.14 -0.02
C 4.81 1.20 -0.02
C 3.46 1.58 -0.01
O 2.51 0.72 -0.05
C 3.13 2.99 0.01
C 1.79 3.39 0.02
N 0.75 2.56 0.06
C -0.53 3.05 0.02
C -0.93 4.39 -0.04
C -2.28 4.71 -0.11
C -3.25 3.73 -0.11
C -2.90 2.38 0.01
C -3.84 1.33 0.09
C -3.38 0.05 0.28
C -2.01 -0.20 0.33
N -1.08 0.76 0.18
C -1.53 2.04 0.06
C 4.18 3.93 0.01
H 6.85 1.84 -0.02
H 5.05 0.15 -0.03
H 1.59 4.45 -0.05
H -0.21 5.19 -0.04
H -2.57 5.75 -0.17
H -4.30 3.99 -0.17
H -4.89 1.55 0.02
H -4.07 -0.77 0.39
H -1.67 -1.21 0.52
H 3.95 4.98 0.03
C -1.41 -5.16 1.41
C -1.54 -5.02 -0.10
C -2.65 -4.04 -0.46
C -0.19 -4.64 -0.75
N 0.25 -3.33 -0.39
C 0.18 -2.18 -1.08
N 0.68 -1.23 -0.31
N 1.04 -1.81 0.83
N 0.80 -3.05 0.79
H -2.37 -5.42 1.84
H -1.07 -4.22 1.86
H -0.69 -5.93 1.67
H -1.80 -6.00 -0.52
H -2.52 -3.09 0.06
H -3.61 -4.45 -0.15
H -2.69 -3.84 -1.53
H -0.27 -4.68 -1.84
H 0.58 -5.35 -0.43
H -0.21 -2.06 -2.06
*
```